Density functional theory data (the ωB97M-V functional and the def2-TZVPD basis) for 4 unconnected molecules or ions with the total composition C4H14O3 at a distorted geometry.

Last columns: bonded neighbours and bond lengths (Å).
Geometry (Å):
1 C 1.448 -1.116 -1.931  C2 1.479, H5 1.068, H6 1.127, H7 1.222
2 C 0.641 0.061 -2.316  C1 1.479, C3 1.333, H8 1.167
3 C 0.434 1.173 -1.612  C2 1.333, C4 1.517, H9 1.214
4 C -0.773 2.093 -1.598  C3 1.517, H10 1.044, H11 1.059, H12 1.161
5 H 1.241 -1.393 -0.921  C1 1.068
6 H 1.205 -1.919 -2.683  C1 1.127
7 H 2.627 -0.803 -1.866  C1 1.222
8 H 0.653 0.179 -3.477  C2 1.167
9 H 1.203 1.304 -0.682  C3 1.214
10 H -0.458 3.064 -1.378  C4 1.044
11 H -1.289 1.932 -2.509  C4 1.059
12 H -1.174 1.709 -0.580  C4 1.161
13 O 0.263 -1.223 1.568  H14 0.924, H15 0.967
14 H -0.567 -1.403 1.933  O13 0.924
15 H 0.251 -0.445 0.995  O13 0.967
16 O 0.350 1.140 4.898  H17 0.986, H18 0.964
17 H 0.208 2.037 4.513  O16 0.986
18 H -0.112 1.267 5.734  O16 0.964
19 O -2.113 -2.975 0.581  H20 0.958, H21 1.061
20 H -1.480 -2.429 0.112  O19 0.958
21 H -2.557 -2.252 1.218  O19 1.061

HOMO-LUMO gap: 9.020 eV
Strongest force on any atom: 0.0775 hartree/bohr
Energy above the lowest of the compared OMol25 structures with the same formula, charge and spin: 80.0 kcal per mole